No. 1
The following is a DFT calculation (wB97M-V/def2-TZVPD) of C30H27N6O4S4Ti as an isolated structure.

For the LUMO energy (spin up / spin down), the calculation gives 0.068 / 0.067 Ha. The charge is -1. Its gap between HOMO and LUMO (spin up / spin down) is 5.3 / 5.9 eV. Its energy above the lowest of the compared OMol25 structures with the same formula, charge and spin is 54.3 kJ/mol. The calculation puts the highest occupied orbital energy (spin up / spin down) at -3.45 / -4.05 eV. The multiplicity is 3.

Element x y z (Å)
Ti -0.965 -0.229 0.587
O -4.578 2.320 1.369
C -3.941 3.380 1.898
C -4.698 4.529 2.145
C -4.106 5.655 2.680
C -2.746 5.665 2.978
C -1.996 4.529 2.738
C -2.572 3.376 2.205
C -1.749 2.169 1.966
O -2.306 1.129 1.417
N -0.490 2.179 2.299
N 0.052 0.967 1.910
C 1.202 0.622 2.456
C 1.635 -0.682 2.147
C 2.799 -1.273 2.680
C 3.085 -2.579 2.405
C 2.204 -3.302 1.579
C 1.113 -2.657 1.060
N 0.791 -1.373 1.316
H -3.901 1.624 1.202
H -5.751 4.506 1.898
H -4.708 6.538 2.861
H -2.279 6.551 3.388
H -0.937 4.504 2.955
H 1.722 1.291 3.130
H 3.451 -0.667 3.295
H 3.984 -3.040 2.790
H 2.404 -4.326 1.299
H 0.457 -3.191 0.384
C -1.648 -3.584 3.111
C -2.017 -2.915 1.823
O -2.011 -1.685 1.733
N -2.332 -3.686 0.774
C -2.680 -3.107 -0.523
C -1.476 -2.863 -1.397
C -1.152 -3.766 -2.394
C -0.012 -3.555 -3.159
C 0.759 -2.439 -2.911
C 0.357 -1.570 -1.906
N -0.730 -1.773 -1.154
H -2.129 -3.052 3.929
H -0.567 -3.483 3.232
H -1.917 -4.639 3.139
H -2.283 -4.684 0.875
H -3.193 -2.164 -0.343
H -3.363 -3.792 -1.022
H -1.797 -4.619 -2.565
H 0.266 -4.256 -3.936
H 1.662 -2.203 -3.460
H 0.960 -0.696 -1.692
S -3.220 0.211 -1.367
C -1.912 1.253 -1.665
N -0.750 1.147 -1.055
C 0.179 2.090 -1.481
C 1.505 2.163 -1.068
C 2.311 3.138 -1.621
C 1.811 4.038 -2.564
C 0.496 3.964 -2.987
C -0.315 2.975 -2.443
S -1.971 2.580 -2.802
H 1.907 1.438 -0.371
H 3.354 3.181 -1.333
H 2.465 4.792 -2.985
H 0.110 4.649 -3.731
C 6.092 -1.832 -3.819
O 5.493 -1.717 -2.537
C 4.350 -0.995 -2.398
S 3.648 -0.267 -3.753
S 3.818 -0.886 -0.805
H 6.998 -2.414 -3.656
H 6.331 -0.851 -4.230
H 5.430 -2.341 -4.520

***

No. 2
The following is a DFT calculation (wB97M-V/def2-TZVPD) of one molecule with the formula C7H12.

For the LUMO energy, the calculation gives 0.042 Ha. As for the structure (SMILES): CC1CC2(CC2)C1. Its gap between HOMO and LUMO is 11.0 eV. Its energy above the lowest of the compared OMol25 structures with the same formula, charge and spin is 125.8 kJ/mol. The calculation puts the highest occupied orbital energy at -9.81 eV.

Element x y z (Å)
C -2.603 -0.002 0.065
C -1.127 -0.346 0.018
C -0.180 0.331 -1.009
C 0.915 0.170 0.047
C 2.008 -0.840 -0.110
C 2.335 0.612 0.148
C -0.163 0.140 1.124
H -3.112 -0.345 -0.843
H -2.765 1.078 0.159
H -3.086 -0.491 0.920
H -1.005 -1.433 -0.079
H -0.032 -0.157 -1.978
H -0.458 1.382 -1.166
H 2.185 -1.210 -1.118
H 2.186 -1.572 0.673
H 2.782 1.196 -0.652
H 2.696 0.859 1.144
H -0.410 1.171 1.417
H -0.021 -0.466 2.026

***

No. 3
The following is a DFT calculation (wB97M-V/def2-TZVPD) of C27H54F9O37PS10 as an isolated structure.

For the LUMO energy, the calculation gives -0.047 Ha. Its gap between HOMO and LUMO is 6.7 eV. Its energy above the lowest of the compared OMol25 structures with the same formula, charge and spin is 0.0 kJ/mol. The calculation puts the highest occupied orbital energy at -8.01 eV.

Element x y z (Å)
C 4.346 -0.912 -0.557
O 4.198 -0.734 -1.988
C 5.360 -0.117 -2.595
C 4.927 1.201 -3.445
C 5.313 2.550 -2.660
C 4.164 3.664 -2.638
P 2.703 3.131 -1.483
C 1.182 2.495 -0.455
C 0.855 0.957 -0.784
C -0.479 0.711 -1.616
F -1.493 1.509 -0.952
F -0.878 -0.636 -1.404
C -0.483 1.200 -3.131
F 0.117 2.468 -3.347
F -1.868 1.400 -3.480
S 0.200 0.026 -4.413
F 1.465 1.105 -4.737
F -0.687 0.841 -5.594
F -1.035 -1.067 -4.240
F 1.213 -0.756 -3.366
F 0.799 -0.934 -5.633
H 5.037 -0.158 -0.051
H 4.661 -1.999 -0.321
H 3.311 -0.780 -0.074
H 6.192 0.146 -1.844
H 5.829 -0.920 -3.285
H 3.825 1.085 -3.695
H 5.562 1.171 -4.395
H 6.226 3.020 -3.181
H 5.590 2.233 -1.585
H 3.686 3.705 -3.692
H 4.495 4.693 -2.273
H 2.065 4.432 -1.640
H 2.439 2.089 -2.443
H 3.591 3.006 -0.358
H 1.386 2.678 0.668
H 0.318 3.206 -0.721
H 1.787 0.442 -1.212
H 0.681 0.448 0.239
C 2.315 -5.412 -1.722
C 1.425 -4.956 -0.579
O 2.202 -5.167 0.601
S 3.768 -4.945 0.249
O 4.128 -3.613 0.625
O 4.495 -6.094 0.681
O 3.634 -4.993 -1.364
H 2.316 -6.502 -1.811
H 2.021 -4.972 -2.675
H 0.491 -5.515 -0.531
H 1.205 -3.887 -0.653
C 1.276 4.563 5.258
C 0.044 4.267 4.421
O 0.419 4.598 3.080
S 1.997 4.299 2.885
O 2.136 3.014 2.272
O 2.619 5.476 2.363
O 2.385 4.158 4.450
H 1.372 5.635 5.456
H 1.272 4.020 6.203
H -0.821 4.850 4.734
H -0.204 3.209 4.448
C -4.917 3.297 6.663
C -4.654 4.305 5.559
O -3.253 4.584 5.640
S -2.478 3.255 6.144
O -1.965 2.575 4.999
O -1.669 3.603 7.268
O -3.773 2.438 6.669
H -4.981 3.786 7.639
H -5.825 2.720 6.487
H -5.238 5.217 5.682
H -4.857 3.874 4.574
C 1.793 -7.577 -6.034
C 2.354 -8.490 -4.956
O 1.632 -8.154 -3.769
S 0.131 -7.702 -4.181
O -0.735 -8.826 -4.017
O -0.135 -6.423 -3.592
O 0.394 -7.496 -5.769
H 2.213 -6.570 -5.958
H 1.967 -7.967 -7.037
H 3.424 -8.348 -4.807
H 2.156 -9.541 -5.185
C -8.062 9.105 6.330
C -7.221 8.690 5.134
O -6.124 7.963 5.689
S -6.622 7.192 7.024
O -6.935 5.842 6.672
O -5.741 7.527 8.094
O -8.014 7.994 7.227
H -7.629 9.971 6.837
H -9.093 9.325 6.052
H -6.865 9.545 4.559
H -7.775 8.015 4.476
C 2.838 -12.426 -1.292
C 2.862 -11.578 -0.030
O 2.571 -10.251 -0.470
S 1.574 -10.323 -1.748
O 0.238 -10.127 -1.286
O 2.144 -9.552 -2.813
O 1.769 -11.900 -2.080
H 3.766 -12.316 -1.859
H 2.668 -13.482 -1.076
H 3.826 -11.613 0.477
H 2.075 -11.883 0.666
C 5.188 7.372 2.810
C 4.773 7.908 1.450
O 4.915 9.326 1.554
S 6.141 9.664 2.560
O 7.307 9.917 1.776
O 5.668 10.567 3.558
O 6.286 8.190 3.219
H 4.385 7.488 3.542
H 5.489 6.325 2.765
H 3.749 7.641 1.193
H 5.448 7.558 0.664
C -4.120 -6.021 -3.755
C -3.557 -6.932 -2.677
O -4.281 -6.596 -1.492
S -5.784 -6.146 -1.901
O -6.649 -7.270 -1.736
O -6.049 -4.873 -1.314
O -5.521 -5.941 -3.488
H -3.700 -5.014 -3.679
H -3.944 -6.411 -4.758
H -2.487 -6.790 -2.528
H -3.755 -7.983 -2.907
C -5.465 2.258 -2.239
C -4.875 1.361 -1.164
O -5.585 1.698 0.029
S -7.100 2.125 -0.360
O -7.948 0.992 -0.173
O -7.372 3.400 0.223
O -6.863 2.322 -1.952
H -5.057 3.271 -2.176
H -5.299 1.863 -3.242
H -3.805 1.519 -1.032
H -5.062 0.306 -1.383

***

No. 4
The following is a DFT calculation (wB97M-V/def2-TZVPD) of a 3-piece molecular cluster, C27H32F5NO13S overall.

For the LUMO energy, the calculation gives -0.062 Ha. As for the structure (SMILES): CCCO[C@@H]1CC[C@@](CCCC(F)(F)C(F)(F)F)(CCC(N)=O)S(=O)(=O)O1.O=C1C=C(O)C(=O)C=C1O.O=C1C=C(O)C(=O)C=C1O. Its gap between HOMO and LUMO is 7.9 eV. The calculation puts the highest occupied orbital energy at -9.59 eV.

Element x y z (Å)
C -5.507 -0.400 1.083
C -6.106 -1.711 1.575
C -5.201 -2.903 1.340
O -3.871 -2.647 1.779
C -2.952 -2.442 0.784
C -1.932 -3.550 0.701
C -0.646 -3.093 0.012
C -0.839 -1.972 -1.044
C 0.555 -1.569 -1.527
C 0.638 -0.333 -2.423
C 1.961 0.401 -2.190
C 2.226 1.461 -3.230
F 3.427 2.055 -2.977
F 2.314 0.906 -4.480
C 1.132 2.576 -3.276
F 0.539 2.753 -2.064
F 1.640 3.750 -3.675
F 0.171 2.218 -4.184
C -1.728 -2.541 -2.152
C -2.176 -1.571 -3.264
C -3.697 -1.571 -3.359
N -4.358 -0.321 -3.365
O -4.325 -2.602 -3.415
S -1.560 -0.566 -0.164
O -2.607 0.021 -0.950
O -0.526 0.293 0.320
O -2.201 -1.238 1.120
H -4.731 -0.049 1.752
H -5.106 -0.472 0.077
H -6.279 0.364 1.059
H -7.051 -1.900 1.073
H -6.308 -1.625 2.638
H -5.243 -3.215 0.298
H -5.571 -3.739 1.927
H -3.444 -2.241 -0.164
H -2.359 -4.414 0.201
H -1.703 -3.829 1.724
H -0.171 -3.913 -0.519
H 0.066 -2.753 0.750
H 1.114 -1.343 -0.620
H 1.038 -2.431 -1.973
H -0.192 0.343 -2.279
H 0.622 -0.655 -3.462
H 1.923 0.858 -1.207
H 2.777 -0.309 -2.262
H -2.612 -3.025 -1.765
H -1.142 -3.336 -2.604
H -1.803 -1.869 -4.236
H -1.882 -0.553 -3.069
H -3.764 0.413 -3.006
H -4.669 -0.081 -4.295
O 4.328 -2.523 6.503
C 3.417 -2.621 5.704
C 2.726 -3.865 5.409
C 1.743 -3.874 4.501
O 1.063 -4.966 4.176
C 1.327 -2.629 3.766
O 0.436 -2.729 2.941
C 2.001 -1.383 4.073
C 2.984 -1.372 4.985
O 3.648 -0.278 5.322
H 3.035 -4.753 5.941
H 0.415 -4.690 3.502
H 1.681 -0.493 3.549
H 4.301 -0.552 5.994
O 6.159 6.552 1.259
C 5.255 6.480 0.448
C 4.551 5.253 0.121
C 3.577 5.272 -0.800
O 2.896 4.192 -1.148
C 3.183 6.537 -1.516
O 2.297 6.466 -2.344
C 3.876 7.768 -1.173
C 4.848 7.747 -0.252
O 5.526 8.825 0.116
H 4.843 4.351 0.639
H 2.256 4.460 -1.834
H 3.578 8.673 -1.682
H 6.166 8.524 0.789

***

No. 5
The following is a DFT calculation (wB97M-V/def2-TZVPD) of C22H32N4SSiTl as an isolated structure.

For the LUMO energy (spin up / spin down), the calculation gives 0.063 / 0.096 Ha. The charge is -1. Its gap between HOMO and LUMO (spin up / spin down) is 5.0 / 6.1 eV. Its energy above the lowest of the compared OMol25 structures with the same formula, charge and spin is 0.0 kJ/mol. The calculation puts the highest occupied orbital energy (spin up / spin down) at -3.33 / -3.48 eV.

Element x y z (Å)
Tl 0.805 1.139 1.631
S 2.207 2.013 -0.366
C 0.923 2.145 -1.569
N 1.246 2.739 -2.693
N 0.198 2.856 -3.617
C -0.952 3.590 -3.460
C -1.857 3.656 -4.531
C -3.032 4.380 -4.430
C -3.351 5.064 -3.261
C -2.450 5.010 -2.204
C -1.266 4.294 -2.289
N -0.354 1.676 -1.386
N -0.651 1.104 -0.252
C -2.023 0.778 -0.159
C -2.489 0.161 1.005
C -3.823 -0.181 1.146
C -4.732 0.089 0.129
C -4.277 0.714 -1.027
C -2.942 1.058 -1.179
H 0.533 2.775 -4.559
H -1.634 3.110 -5.442
H -3.713 4.400 -5.273
H -4.277 5.616 -3.175
H -2.672 5.535 -1.282
H -0.582 4.270 -1.452
H -1.792 -0.044 1.807
H -4.156 -0.661 2.060
H -5.777 -0.175 0.239
H -4.972 0.945 -1.826
H -2.592 1.553 -2.073
C -0.392 -2.515 1.581
Si 1.244 -1.588 1.540
C 2.152 -2.170 -0.036
C 2.242 -3.699 -0.120
C 3.563 -1.589 -0.174
C 1.304 -1.673 -1.221
C 2.110 -1.970 3.215
C 1.181 -1.512 4.348
C 2.378 -3.468 3.409
C 3.432 -1.207 3.357
H -0.212 -3.595 1.635
H -0.990 -2.312 0.691
H -0.998 -2.233 2.443
H 2.899 -4.125 0.639
H 2.656 -3.975 -1.099
H 1.265 -4.182 -0.034
H 4.247 -1.992 0.578
H 3.562 -0.500 -0.104
H 3.970 -1.854 -1.158
H 0.300 -2.104 -1.221
H 1.791 -1.966 -2.161
H 1.208 -0.587 -1.222
H 0.235 -2.059 4.353
H 0.951 -0.447 4.289
H 1.671 -1.696 5.314
H 1.469 -4.066 3.308
H 2.776 -3.644 4.418
H 3.114 -3.853 2.702
H 3.310 -0.139 3.159
H 4.200 -1.583 2.680
H 3.816 -1.311 4.381

***

No. 6
The following is a DFT calculation (wB97M-V/def2-TZVPD) of a 2-piece molecular cluster, C19H16N4O2 overall.

For the LUMO energy, the calculation gives -0.110 Ha. Its gap between HOMO and LUMO is 3.6 eV. Its energy above the lowest of the compared OMol25 structures with the same formula, charge and spin is 20.6 kJ/mol. The calculation puts the highest occupied orbital energy at -6.63 eV.

Element x y z (Å)
C 4.175 0.583 2.837
N 2.798 0.124 2.813
C 1.724 0.952 2.717
C 0.525 0.191 2.787
C -0.768 0.704 2.849
C -1.985 -0.062 2.798
C -2.195 -1.129 1.880
C -3.369 -1.880 1.908
C -4.367 -1.589 2.848
C -4.196 -0.520 3.740
C -3.039 0.247 3.700
C 0.956 -1.208 2.921
C 0.285 -2.397 3.163
C 1.019 -3.583 3.315
C 2.421 -3.572 3.282
C 3.123 -2.366 3.102
C 2.373 -1.210 2.920
H 4.836 -0.280 2.936
H 4.421 1.130 1.917
H 4.346 1.271 3.678
H 1.834 2.031 2.628
H -0.851 1.781 3.022
H -1.406 -1.372 1.165
H -3.496 -2.707 1.206
H -5.277 -2.187 2.881
H -4.973 -0.278 4.468
H -2.888 1.087 4.381
H -0.798 -2.393 3.229
H 0.479 -4.520 3.461
H 2.964 -4.510 3.402
H 4.210 -2.314 3.094
N -1.167 3.887 0.706
C -1.864 4.477 1.750
N -1.920 5.830 1.689
C -1.236 6.108 0.537
N -1.038 7.433 0.090
O -0.413 7.567 -0.984
O -1.474 8.372 0.758
C -0.774 4.935 -0.090
H -2.339 3.910 2.560
H -0.225 4.942 -1.019

***

No. 7
The following is a DFT calculation (wB97M-V/def2-TZVPD) of one molecule with the formula C2H2ClN3O.

For the LUMO energy, the calculation gives 0.014 Ha. As for the structure (SMILES): ClNc1cnon1. Its gap between HOMO and LUMO is 10.6 eV. Its energy above the lowest of the compared OMol25 structures with the same formula, charge and spin is 318.4 kJ/mol. The calculation puts the highest occupied orbital energy at -10.21 eV.

Element x y z (Å)
Cl -2.863 0.233 0.044
N -1.340 0.968 -0.333
C -0.145 -0.115 -0.087
C 1.236 0.216 -0.065
N 1.880 -0.903 0.078
O 0.962 -1.877 0.137
N -0.282 -1.398 0.034
H -1.161 1.708 0.340
H 1.714 1.167 -0.149

***

No. 8
The following is a DFT calculation (wB97M-V/def2-TZVPD) of C19H17EuF5N2 as an isolated structure.

For the LUMO energy (spin up / spin down), the calculation gives -0.044 / -0.041 Ha. Its gap between HOMO and LUMO (spin up / spin down) is 3.4 / 6.9 eV. Its energy above the lowest of the compared OMol25 structures with the same formula, charge and spin is 521.0 kJ/mol. The calculation puts the highest occupied orbital energy (spin up / spin down) at -4.59 / -8.02 eV. The multiplicity is 8.

Element x y z (Å)
C -3.309 -0.760 0.080
C -3.477 0.793 -1.079
H -2.680 -1.549 -0.377
H -4.344 -1.066 -0.009
H -3.136 -0.515 1.150
H -2.916 0.656 -2.026
H -4.535 0.694 -1.284
H -3.314 1.758 -0.546
C -0.229 -2.731 -0.315
C 0.655 -3.809 -0.443
C 1.813 -3.641 -1.203
C 2.055 -2.402 -1.792
H -1.144 -2.813 0.280
H 0.415 -4.746 0.054
H 2.527 -4.453 -1.330
H 2.953 -2.211 -2.375
N -0.022 -1.549 -0.922
C 1.134 -1.350 -1.613
C 1.414 0.030 -2.079
N 0.515 0.989 -1.737
C 0.805 2.279 -1.971
C 2.867 1.704 -3.063
C 1.963 2.684 -2.647
H 0.072 2.990 -1.583
H 2.128 3.744 -2.826
C 2.592 0.368 -2.778
H 3.268 -0.430 -3.074
H 3.779 1.969 -3.597
Eu -1.578 0.435 -0.175
C -1.565 3.000 0.217
H -1.667 3.540 -0.737
H -0.568 3.127 0.663
H -2.368 3.252 0.927
F 2.239 -0.508 1.209
C 1.332 -0.269 2.191
C 0.048 0.128 1.900
C -0.804 0.437 2.934
F -2.080 0.916 2.665
C -0.422 0.318 4.280
F -1.287 0.634 5.264
C 0.865 -0.124 4.573
F 1.265 -0.262 5.855
C 1.745 -0.418 3.529
F 2.995 -0.841 3.805

***

Table of electronic energy (hartree), in record order: -4231.384266; -273.860623; -9066.502511; -2978.459662; -1936.700194; -1102.935455; -776.966967; -2053.071080